{"formula": "C72H182N10O24", "method": "ωB97M-V/def2-TZVPD", "species": ["C", "C", "C", "O", "H", "H", "H", "H", "H", "H", "H", "H", "C", "C", "C", "O", "H", "H", "H", "H", "H", "H", "H", "H", "C", "C", "C", "O", "H", "H", "H", "H", "H", "H", "H", "H", "C", "C", "C", "O", "H", "H", "H", "H", "H", "H", "H", "H", "C", "O", "C", "C", "N", "C", "C", "O", "C", "H", "H", "H", "H", "H", "H", "H", "H", "H", "H", "H", "H", "H", "H", "H", "C", "O", "C", "C", "N", "C", "C", "O", "C", "H", "H", "H", "H", "H", "H", "H", "H", "H", "H", "H", "H", "H", "H", "H", "C", "O", "C", "C", "N", "C", "C", "O", "C", "H", "H", "H", "H", "H", "H", "H", "H", "H", "H", "H", "H", "H", "H", "H", "C", "O", "C", "C", "N", "C", "C", "O", "C", "H", "H", "H", "H", "H", "H", "H", "H", "H", "H", "H", "H", "H", "H", "H", "C", "O", "C", "C", "N", "C", "C", "O", "C", "H", "H", "H", "H", "H", "H", "H", "H", "H", "H", "H", "H", "H", "H", "H", "C", "O", "C", "C", "N", "C", "C", "O", "C", "H", "H", "H", "H", "H", "H", "H", "H", "H", "H", "H", "H", "H", "H", "H", "C", "O", "C", "C", "N", "C", "C", "O", "C", "H", "H", "H", "H", "H", "H", "H", "H", "H", "H", "H", "H", "H", "H", "H", "C", "O", "C", "C", "N", "C", "C", "O", "C", "H", "H", "H", "H", "H", "H", "H", "H", "H", "H", "H", "H", "H", "H", "H", "C", "O", "C", "C", "N", "C", "C", "O", "C", "H", "H", "H", "H", "H", "H", "H", "H", "H", "H", "H", "H", "H", "H", "H", "C", "O", "C", "C", "N", "C", "C", "O", "C", "H", "H", "H", "H", "H", "H", "H", "H", "H", "H", "H", "H", "H", "H", "H"], "positions_angstrom": [[0.579, 0.299, 9.083], [2.057, 0.463, 8.981], [2.678, -0.546, 7.984], [2.403, 1.743, 8.449], [0.083, 0.633, 8.168], [0.220, 0.915, 9.865], [0.374, -0.797, 9.305], [2.571, 0.264, 9.932], [3.756, -0.397, 7.908], [2.142, -0.342, 7.035], [2.534, -1.573, 8.367], [2.027, 2.515, 8.945], [0.277, -3.146, -7.518], [-0.063, -1.908, -6.789], [-1.072, -2.013, -5.657], [1.191, -1.323, -6.440], [0.904, -3.698, -6.899], [0.798, -2.843, -8.443], [-0.573, -3.724, -7.852], [-0.546, -1.247, -7.583], [-0.705, -2.600, -4.783], [-2.006, -2.549, -5.842], [-1.428, -1.023, -5.348], [1.002, -0.433, -6.022], [0.275, -6.376, 4.743], [1.682, -6.710, 4.268], [1.786, -7.889, 3.349], [2.178, -5.655, 3.494], [-0.270, -7.131, 5.295], [-0.354, -5.926, 3.998], [0.380, -5.595, 5.529], [2.400, -6.905, 5.096], [1.533, -8.795, 3.848], [2.752, -8.014, 2.887], [1.012, -7.725, 2.541], [2.978, -5.262, 3.842], [-0.821, 4.353, -3.915], [-2.233, 3.878, -3.804], [-3.300, 5.005, -3.574], [-2.668, 3.065, -4.909], [-0.110, 3.576, -4.159], [-0.442, 4.697, -2.886], [-0.711, 5.196, -4.606], [-2.258, 3.263, -2.892], [-4.225, 4.583, -3.303], [-3.514, 5.453, -4.605], [-2.920, 5.845, -2.941], [-3.373, 2.448, -4.603], [5.898, -0.604, -4.224], [4.694, -1.202, -3.793], [4.418, -2.460, -4.552], [3.050, -2.959, -4.072], [2.832, -3.122, -2.691], [1.465, -3.333, -2.296], [1.450, -3.930, -0.905], [0.073, -3.937, -0.646], [-0.264, -4.584, 0.583], [5.794, -0.226, -5.266], [6.727, -1.341, -4.212], [6.103, 0.296, -3.644], [5.239, -3.158, -4.207], [4.455, -2.196, -5.593], [2.987, -3.916, -4.524], [2.315, -2.297, -4.613], [3.070, -2.255, -2.262], [1.146, -4.070, -3.003], [0.838, -2.471, -2.399], [2.056, -3.374, -0.187], [1.765, -4.950, -0.944], [-1.316, -4.598, 0.581], [0.039, -4.023, 1.493], [0.089, -5.654, 0.430], [-6.838, -2.008, -2.931], [-6.030, -0.907, -3.413], [-5.588, -0.930, -4.744], [-4.473, 0.095, -4.894], [-4.892, 1.461, -4.483], [-5.955, 2.148, -5.276], [-5.360, 3.032, -6.326], [-4.461, 2.271, -7.085], [-3.577, 3.011, -7.902], [-6.943, -1.741, -1.871], [-6.358, -2.991, -3.164], [-7.811, -2.175, -3.494], [-6.425, -0.763, -5.420], [-5.172, -1.873, -5.025], [-4.251, 0.138, -5.955], [-3.574, -0.170, -4.384], [-5.142, 1.371, -3.516], [-6.540, 2.735, -4.509], [-6.603, 1.396, -5.754], [-4.864, 3.866, -5.893], [-6.177, 3.354, -6.996], [-3.232, 3.924, -7.378], [-4.098, 3.271, -8.801], [-2.774, 2.328, -8.200], [6.160, 1.207, -0.142], [6.052, -0.120, 0.323], [6.098, -1.133, -0.708], [5.693, -2.418, -0.099], [5.776, -3.501, -1.030], [5.229, -4.790, -0.721], [6.303, -5.926, -0.499], [7.237, -5.676, 0.515], [6.882, -6.118, 1.762], [5.837, 1.825, 0.648], [5.563, 1.357, -1.081], [7.136, 1.563, -0.418], [7.123, -1.261, -1.278], [5.538, -0.859, -1.554], [4.659, -2.229, 0.311], [6.326, -2.651, 0.832], [5.369, -3.124, -1.860], [4.493, -5.168, -1.448], [4.691, -4.674, 0.202], [6.852, -5.870, -1.461], [5.893, -6.922, -0.330], [5.832, -5.859, 1.886], [7.545, -5.656, 2.485], [6.984, -7.172, 1.858], [2.182, 4.628, -1.017], [1.537, 3.448, -1.242], [1.992, 2.380, -0.283], [1.906, 2.878, 1.102], [0.586, 3.463, 1.463], [0.339, 3.735, 2.870], [0.127, 5.195, 3.273], [1.370, 5.880, 3.242], [1.227, 7.222, 2.992], [2.001, 5.321, -1.870], [3.338, 4.506, -1.042], [1.902, 5.149, -0.132], [3.036, 2.129, -0.479], [1.353, 1.517, -0.459], [2.684, 3.616, 1.244], [2.131, 2.028, 1.800], [-0.078, 2.726, 1.230], [1.192, 3.442, 3.479], [-0.550, 3.239, 3.114], [-0.355, 5.292, 4.287], [-0.601, 5.765, 2.667], [0.512, 7.404, 2.147], [2.216, 7.504, 2.643], [0.928, 7.726, 3.916], [7.193, 3.825, -3.117], [6.278, 2.663, -3.343], [5.292, 2.783, -4.348], [4.078, 2.013, -3.866], [3.378, 1.483, -4.978], [2.754, 2.531, -5.764], [1.813, 1.992, -6.725], [0.822, 1.278, -6.016], [-0.476, 1.607, -6.530], [6.815, 4.675, -3.728], [8.199, 3.515, -3.433], [7.132, 4.072, -2.083], [5.548, 2.249, -5.290], [5.187, 3.838, -4.470], [3.435, 2.627, -3.206], [4.388, 1.139, -3.276], [2.847, 0.696, -4.678], [3.584, 3.008, -6.286], [2.300, 3.348, -5.040], [2.359, 1.215, -7.316], [1.396, 2.772, -7.394], [-1.101, 0.718, -6.384], [-0.395, 1.738, -7.638], [-0.985, 2.343, -5.960], [-3.129, -1.600, 4.896], [-3.982, -0.567, 4.555], [-3.427, 0.683, 4.249], [-4.527, 1.532, 3.600], [-5.077, 0.860, 2.407], [-6.110, 1.599, 1.642], [-7.034, 0.664, 0.744], [-7.688, -0.228, 1.700], [-8.182, -1.389, 1.113], [-2.364, -1.743, 4.162], [-3.622, -2.551, 4.912], [-2.676, -1.356, 5.821], [-2.609, 0.599, 3.544], [-3.096, 1.236, 5.146], [-3.965, 2.443, 3.222], [-5.390, 1.930, 4.236], [-5.442, -0.055, 2.700], [-5.556, 2.248, 0.981], [-6.739, 2.228, 2.255], [-6.529, 0.025, -0.019], [-7.782, 1.240, 0.239], [-9.193, -1.238, 0.772], [-8.211, -2.258, 1.812], [-7.566, -1.722, 0.212], [4.348, -5.553, 6.360], [4.371, -4.612, 5.374], [5.716, -4.122, 5.142], [5.711, -3.175, 3.963], [4.981, -1.900, 4.258], [5.285, -0.835, 3.301], [4.950, 0.494, 3.910], [3.511, 0.506, 4.239], [3.245, 1.832, 4.750], [4.854, -5.213, 7.302], [4.818, -6.493, 6.085], [3.303, -5.705, 6.570], [6.331, -5.048, 5.075], [6.059, -3.455, 5.966], [5.442, -3.618, 3.016], [6.715, -2.845, 3.701], [3.968, -2.031, 4.214], [4.863, -0.991, 2.272], [6.431, -0.879, 3.119], [5.107, 1.306, 3.198], [5.486, 0.581, 4.825], [3.572, 2.684, 4.110], [3.744, 2.005, 5.741], [2.196, 1.957, 4.990], [1.176, -2.190, 4.247], [0.605, -1.884, 2.927], [1.321, -0.870, 2.170], [0.662, -0.767, 0.809], [-0.514, 0.136, 1.005], [-1.579, 0.112, -0.096], [-1.145, 0.842, -1.370], [-0.145, 0.062, -1.996], [0.330, 0.734, -3.175], [0.359, -2.600, 4.968], [1.702, -1.287, 4.720], [1.918, -3.080, 4.110], [2.349, -1.144, 2.013], [1.211, 0.017, 2.747], [0.358, -1.763, 0.453], [1.344, -0.349, 0.082], [-0.993, -0.210, 1.836], [-2.549, 0.535, 0.221], [-1.862, -0.935, -0.298], [-0.872, 1.950, -1.169], [-2.046, 0.905, -2.104], [-0.496, 1.000, -3.865], [0.948, 0.007, -3.732], [0.973, 1.610, -3.060], [-3.742, 9.039, -2.335], [-3.140, 8.874, -1.016], [-4.034, 8.188, -0.089], [-3.752, 8.833, 1.220], [-4.464, 8.159, 2.287], [-3.829, 6.948, 2.848], [-3.793, 5.684, 2.022], [-2.665, 5.677, 1.175], [-2.376, 4.477, 0.546], [-4.641, 9.670, -2.312], [-4.028, 8.095, -2.754], [-3.061, 9.607, -2.882], [-3.750, 7.149, -0.119], [-5.089, 8.460, -0.404], [-4.033, 9.900, 1.175], [-2.674, 8.721, 1.382], [-4.717, 8.810, 3.010], [-4.300, 6.642, 3.767], [-2.804, 7.136, 3.152], [-4.721, 5.551, 1.441], [-3.645, 4.862, 2.752], [-1.552, 4.654, -0.154], [-3.326, 4.238, -0.014], [-2.162, 3.619, 1.218], [-4.012, -7.811, 3.554], [-5.167, -6.989, 3.392], [-5.040, -5.791, 4.074], [-5.568, -4.696, 3.186], [-4.498, -4.063, 2.408], [-5.024, -2.879, 1.756], [-4.079, -2.347, 0.719], [-4.402, -3.082, -0.481], [-3.511, -2.763, -1.574], [-3.713, -7.913, 4.586], [-3.178, -7.366, 3.048], [-4.283, -8.843, 3.247], [-3.993, -5.621, 4.337], [-5.677, -5.864, 4.921], [-6.031, -3.933, 3.743], [-6.282, -5.232, 2.527], [-4.087, -4.676, 1.695], [-5.221, -2.150, 2.490], [-5.941, -3.070, 1.212], [-3.043, -2.550, 0.999], [-4.202, -1.294, 0.533], [-3.800, -3.263, -2.509], [-2.522, -3.108, -1.301], [-3.451, -1.664, -1.742]], "lowdin_charge": [-0.072, -0.519, -0.051, -0.078, 0.085, 0.057, 0.108, 0.132, 0.078, 0.076, 0.082, 0.112, -0.061, -0.517, -0.043, -0.080, 0.057, 0.096, 0.084, 0.143, 0.089, 0.076, 0.046, 0.055, -0.038, -0.516, -0.061, -0.059, 0.071, 0.067, 0.081, 0.122, 0.064, 0.073, 0.100, 0.053, -0.052, -0.470, -0.041, -0.109, 0.046, 0.101, 0.087, 0.111, 0.043, 0.094, 0.078, 0.043, -0.137, -0.255, -0.126, -0.232, -0.051, -0.186, -0.220, -0.232, -0.074, 0.096, 0.100, 0.059, 0.131, 0.116, 0.109, 0.115, 0.098, 0.117, 0.109, 0.121, 0.111, 0.049, 0.090, 0.112, -0.073, -0.211, -0.232, -0.162, -0.063, -0.153, -0.244, -0.202, -0.086, 0.063, 0.089, 0.099, 0.116, 0.109, 0.114, 0.098, 0.099, 0.143, 0.113, 0.087, 0.132, 0.097, 0.074, 0.083, -0.098, -0.191, -0.214, -0.239, -0.044, -0.194, -0.199, -0.190, -0.136, 0.064, 0.084, 0.078, 0.167, 0.069, 0.120, 0.142, 0.067, 0.114, 0.091, 0.124, 0.116, 0.079, 0.091, 0.074, -0.184, -0.215, -0.149, -0.211, -0.017, -0.183, -0.211, -0.195, -0.140, 0.092, 0.116, 0.061, 0.116, 0.079, 0.108, 0.122, 0.069, 0.098, 0.090, 0.132, 0.092, 0.101, 0.087, 0.090, -0.027, -0.234, -0.227, -0.235, -0.048, -0.218, -0.225, -0.251, -0.070, 0.086, 0.086, 0.064, 0.128, 0.100, 0.115, 0.096, 0.086, 0.119, 0.159, 0.149, 0.136, 0.072, 0.109, 0.047, -0.102, -0.187, -0.218, -0.199, -0.066, -0.168, -0.141, -0.202, -0.142, 0.075, 0.078, 0.077, 0.106, 0.127, 0.107, 0.136, 0.084, 0.093, 0.103, 0.110, 0.105, 0.076, 0.096, 0.076, -0.163, -0.212, -0.176, -0.199, -0.029, -0.228, -0.183, -0.220, -0.125, 0.107, 0.091, 0.077, 0.127, 0.132, 0.091, 0.111, 0.080, 0.098, 0.147, 0.113, 0.111, 0.087, 0.093, 0.070, -0.074, -0.231, -0.195, -0.173, -0.013, -0.165, -0.236, -0.190, -0.078, 0.100, 0.079, 0.088, 0.106, 0.096, 0.107, 0.093, 0.081, 0.107, 0.081, 0.135, 0.131, 0.082, 0.077, 0.078, -0.087, -0.206, -0.206, -0.223, -0.056, -0.190, -0.224, -0.242, -0.119, 0.085, 0.064, 0.061, 0.099, 0.139, 0.134, 0.121, 0.098, 0.111, 0.110, 0.132, 0.115, 0.093, 0.098, 0.079, -0.096, -0.187, -0.255, -0.191, -0.038, -0.224, -0.199, -0.200, -0.083, 0.074, 0.074, 0.100, 0.119, 0.111, 0.102, 0.135, 0.124, 0.087, 0.102, 0.119, 0.096, 0.087, 0.067, 0.084], "max_force_ev_per_a": 3.8, "orbital_gap_ev": 8.79, "relative_energy_kcal_mol": 112.80, "e_homo_ev": -8.229}